(1)
Formula: C65H41F15GeN7O2PSSn
Source: OMol25
Level of theory: ωB97M-V with the def2-TZVPD basis set

Output
ΔE to the lowest compared entry with this formula, charge and spin (kcal per mole): 0.0
<S²>: 0.756
Net charge: +1
Multiplicity: 2
Orbital gap (alpha / beta) (eV): 6.383 / 6.127

The geometry in XYZ format:
```
134
Properties=species:S:1:pos:R:3:lowdin_spin:R:1
Sn 0.124 -0.053 -0.052 0.2333
C -4.102 1.248 0.906 0.0013
C -4.618 1.999 -0.147 -0.0012
C -3.817 2.267 -1.233 0.0023
C -2.502 1.785 -1.274 0.0044
N -2.023 1.040 -0.268 0.0521
C -2.814 0.791 0.792 0.0032
N -1.754 2.141 -2.374 -0.0001
C -0.524 1.888 -2.585 0.0024
N 0.442 1.199 -1.830 0.0441
C 1.666 1.327 -2.500 0.0025
N 2.847 0.945 -2.197 0.0004
C 3.271 0.465 -0.976 0.0080
C 4.631 0.154 -0.866 0.0035
C 5.152 -0.257 0.340 0.0012
C 4.317 -0.337 1.449 0.0011
C 2.991 -0.025 1.273 0.0097
N 2.468 0.352 0.090 0.0888
C 1.447 2.064 -3.763 0.0009
C 2.334 2.429 -4.757 0.0001
C 1.826 3.170 -5.818 -0.0001
C 0.478 3.531 -5.863 -0.0001
C -0.399 3.158 -4.852 0.0002
C 0.120 2.416 -3.809 0.0012
H -4.688 1.027 1.789 0.0000
H -5.635 2.371 -0.112 0.0000
H -4.159 2.861 -2.071 0.0005
H -2.354 0.216 1.584 0.0012
H 5.242 0.270 -1.751 0.0007
H 6.205 -0.500 0.427 0.0001
H 4.684 -0.628 2.424 0.0002
H 2.300 -0.063 2.102 0.0004
H 3.377 2.144 -4.702 0.0000
H 2.487 3.478 -6.619 0.0000
H 0.113 4.118 -6.698 0.0000
H -1.448 3.431 -4.873 0.0000
C 2.886 3.528 1.513 0.0001
C 1.933 3.293 0.344 0.0002
C 1.992 4.408 -0.694 0.0000
C 0.487 3.061 0.790 0.0005
C -0.091 4.176 1.658 0.0004
O -0.349 3.535 2.922 0.0027
C -0.114 2.215 2.778 0.0050
N 0.339 1.835 1.636 0.0481
C -0.408 1.468 4.050 0.0024
C -0.518 2.266 5.196 -0.0004
C -0.765 1.717 6.441 0.0009
C -0.928 0.347 6.569 0.0013
C -0.840 -0.456 5.444 0.0055
C -0.579 0.078 4.183 0.0216
P -0.457 -1.058 2.762 0.1216
C -1.631 -2.383 3.230 0.0166
C -2.994 -2.100 3.102 0.0057
C -3.949 -2.988 3.574 -0.0006
C -3.552 -4.173 4.179 0.0052
C -2.201 -4.472 4.291 0.0004
C -1.243 -3.590 3.808 0.0073
C 1.136 -1.908 2.995 0.0029
C 1.999 -1.713 4.069 0.0007
C 3.159 -2.474 4.176 0.0004
C 3.461 -3.430 3.216 0.0003
C 2.620 -3.607 2.123 0.0005
C 1.469 -2.842 2.007 0.0020
H 3.918 3.567 1.154 0.0000
H 2.818 2.722 2.248 0.0000
H 2.684 4.476 2.020 0.0000
H 2.238 2.369 -0.144 -0.0001
H 1.703 5.374 -0.267 0.0000
H 1.320 4.198 -1.533 0.0000
H 3.003 4.504 -1.091 0.0000
H -0.120 2.923 -0.105 -0.0001
H -1.027 4.575 1.277 0.0000
H 0.599 4.998 1.830 0.0000
H -0.395 3.332 5.104 0.0000
H -0.833 2.362 7.309 0.0001
H -1.124 -0.099 7.536 0.0002
H -0.982 -1.525 5.548 0.0006
H -3.315 -1.174 2.643 0.0004
H -5.002 -2.747 3.483 -0.0001
H -4.294 -4.868 4.553 0.0003
H -1.890 -5.395 4.766 0.0000
H -0.193 -3.835 3.913 0.0005
H 1.771 -0.975 4.830 0.0001
H 3.824 -2.322 5.019 0.0001
H 4.349 -4.042 3.321 0.0000
H 2.858 -4.338 1.362 0.0000
H 0.820 -2.975 1.144 0.0012
F -4.276 -1.681 0.457 -0.0001
C -4.935 -2.792 0.104 0.0001
C -4.303 -3.823 -0.567 0.0010
C -5.075 -4.937 -0.860 0.0002
F -4.515 -5.993 -1.468 0.0001
C -6.410 -5.028 -0.530 0.0000
F -7.124 -6.106 -0.839 0.0000
C -7.005 -3.978 0.142 0.0001
F -8.284 -4.052 0.486 0.0000
C -6.267 -2.859 0.465 0.0000
F -6.840 -1.854 1.133 0.0000
Ge -2.425 -3.799 -1.144 0.0240
S -1.569 -1.821 -1.367 0.1889
C -2.440 -4.486 -2.986 0.0087
C -3.211 -3.778 -3.900 0.0036
F -3.981 -2.764 -3.481 0.0035
C -3.230 -4.071 -5.247 -0.0001
F -3.989 -3.377 -6.092 -0.0001
C -2.434 -5.097 -5.719 0.0012
F -2.424 -5.388 -7.013 0.0004
C -1.652 -5.822 -4.843 0.0002
F -0.875 -6.802 -5.305 0.0000
C -1.677 -5.521 -3.496 0.0020
F -0.933 -6.294 -2.692 0.0003
C -1.432 -5.059 -0.015 0.0002
C -0.077 -5.233 -0.271 -0.0001
F 0.530 -4.490 -1.206 -0.0001
C 0.697 -6.153 0.398 0.0001
F 1.999 -6.287 0.128 0.0000
C 0.109 -6.942 1.368 -0.0002
F 0.839 -7.830 2.030 -0.0001
C -1.233 -6.802 1.652 0.0001
F -1.793 -7.573 2.584 0.0000
C -1.981 -5.858 0.974 -0.0002
F -3.267 -5.759 1.311 0.0000
O 1.452 -1.851 -1.089 0.0450
N 1.743 -2.221 -2.323 0.0047
C 2.735 -3.118 -2.502 0.0009
C 3.089 -3.539 -3.764 0.0005
C 2.422 -3.036 -4.872 -0.0007
C 1.401 -2.125 -4.668 -0.0001
C 1.070 -1.734 -3.387 -0.0007
H 3.206 -3.458 -1.593 0.0001
H 3.891 -4.258 -3.867 0.0001
H 2.696 -3.350 -5.871 0.0000
H 0.850 -1.700 -5.497 0.0000
H 0.275 -1.046 -3.156 -0.0001
```

(2)
Formula: C65H50O8P
Source: OMol25
Level of theory: ωB97M-V with the def2-TZVPD basis set

Output
Net charge: +1
Orbital gap (eV): 7.512

The geometry in XYZ format:
```
124
Properties=species:S:1:pos:R:3:mulliken_charge:R:1
C 4.349 -1.961 0.321 -0.5178
C 3.217 -2.038 -0.544 -0.0733
C 1.877 -2.268 -1.461 0.0669
C 0.599 -1.315 -1.077 -0.6490
C 0.897 0.299 -1.136 -0.5361
P 1.741 1.023 0.417 0.2917
C 2.647 2.641 -0.179 -0.0088
C 2.887 3.687 1.063 -0.8154
C 3.977 2.335 -1.091 -0.4221
C 5.288 1.817 -0.252 -0.6604
H 5.379 -1.599 0.790 0.3331
H 2.180 -2.242 -2.603 0.0152
H 1.524 -3.391 -1.258 0.3526
H -0.230 -1.525 -1.909 0.3429
H 0.088 -1.668 -0.057 0.2963
H 1.485 0.645 -2.090 0.2606
H -0.172 0.826 -1.210 0.4077
H 0.706 1.478 1.350 0.0443
H 2.611 0.116 1.121 0.1189
H 1.861 3.164 -0.908 0.4224
H 2.370 3.308 2.069 0.1861
H 4.013 3.911 1.296 0.3268
H 2.379 4.717 0.758 0.2314
H 3.715 1.581 -1.979 0.0943
H 4.283 3.365 -1.606 0.3495
H 5.531 2.469 0.690 0.2664
H 6.238 1.903 -0.963 0.3451
H 5.202 0.698 0.084 -0.0473
C -0.931 2.776 4.101 -0.3387
C -1.949 2.879 5.049 -0.8636
C -2.834 3.958 5.009 -0.2687
C -2.693 4.944 4.025 0.4798
C -1.660 4.854 3.093 0.0352
C -0.784 3.762 3.124 -0.2305
C -1.472 5.914 2.081 0.3591
O -0.567 5.834 1.259 -0.7107
C -2.384 7.075 2.080 0.2442
C -2.182 8.115 1.163 -0.4928
C -3.048 9.211 1.146 -0.4946
C -4.121 9.266 2.035 -0.5598
C -4.321 8.234 2.953 -0.5182
C -3.445 7.141 2.981 0.1248
C -3.645 6.072 3.980 0.3751
O -4.585 6.122 4.764 -0.5154
H -0.246 1.931 4.127 0.4156
H -2.055 2.118 5.819 0.4111
H -3.629 4.029 5.749 0.3824
H 0.017 3.678 2.390 0.4275
H -1.348 8.078 0.464 0.4292
H -2.886 10.020 0.437 0.3940
H -4.800 10.116 2.018 0.4142
H -5.158 8.287 3.647 0.5042
C -8.178 12.200 10.312 -0.4597
C -9.502 12.095 9.887 -0.4593
C -9.916 10.977 9.161 -0.5423
C -8.999 9.965 8.849 0.1792
C -7.670 10.082 9.253 0.1980
C -7.260 11.197 9.996 -0.5341
C -6.684 9.045 8.886 0.5635
O -5.516 9.145 9.244 -0.6841
C -7.122 7.891 8.076 0.0410
C -6.186 6.931 7.673 -0.5691
C -6.594 5.829 6.918 0.0673
C -7.937 5.679 6.573 -0.6581
C -8.871 6.637 6.968 -0.5815
C -8.461 7.751 7.714 0.1716
C -9.450 8.777 8.097 0.6741
O -10.630 8.649 7.790 -0.6752
H -7.857 13.067 10.885 0.3894
H -10.214 12.883 10.122 0.3927
H -10.952 10.899 8.838 0.4524
H -6.227 11.288 10.326 0.4510
H -5.136 7.038 7.941 0.4656
H -5.865 5.087 6.601 0.2432
H -8.257 4.817 5.991 0.4067
H -9.917 6.516 6.691 0.4573
C 2.228 -1.441 -5.556 -0.4457
C 0.904 -1.546 -5.981 -0.6010
C 0.490 -2.665 -6.706 -0.6319
C 1.407 -3.676 -7.019 0.1769
C 2.736 -3.559 -6.615 0.2939
C 3.146 -2.444 -5.872 -0.7130
C 3.723 -4.596 -6.981 0.8628
O 4.890 -4.496 -6.624 -0.6849
C 3.284 -5.750 -7.791 0.0632
C 4.220 -6.711 -8.195 -0.6117
C 3.812 -7.812 -8.950 -0.5028
C 2.469 -7.962 -9.295 -0.4967
C 1.535 -7.004 -8.899 -0.6919
C 1.945 -5.890 -8.154 0.3850
C 0.956 -4.864 -7.771 0.5362
O -0.224 -4.993 -8.078 -0.6699
H 2.549 -0.574 -4.983 0.5390
H 0.192 -0.758 -5.746 0.4387
H -0.546 -2.743 -7.030 0.4850
H 4.179 -2.353 -5.541 0.4790
H 5.270 -6.603 -7.927 0.4499
H 4.541 -8.554 -9.266 0.4410
H 2.149 -8.824 -9.877 0.4189
H 0.489 -7.125 -9.177 0.4811
C 6.737 -14.192 -2.210 -0.4692
C 7.673 -13.808 -3.170 -0.4758
C 7.450 -12.669 -3.946 -0.5289
C 6.281 -11.919 -3.771 0.2105
C 5.333 -12.317 -2.829 0.1488
C 5.567 -13.450 -2.038 -0.5557
C 4.074 -11.562 -2.669 0.7127
O 3.243 -11.909 -1.839 -0.6759
C 3.827 -10.388 -3.531 0.1313
C 2.612 -9.698 -3.431 -0.6601
C 2.376 -8.579 -4.232 -0.7204
C 3.352 -8.142 -5.127 0.2415
C 4.561 -8.832 -5.233 -0.6070
C 4.795 -9.963 -4.440 -0.1442
C 6.062 -10.707 -4.584 0.5600
O 6.919 -10.326 -5.374 -0.6726
H 6.915 -15.074 -1.599 0.3959
H 8.578 -14.393 -3.313 0.4045
H 8.187 -12.373 -4.690 0.4481
H 4.839 -13.759 -1.291 0.4522
H 1.846 -10.030 -2.733 0.4566
H 1.430 -8.047 -4.157 0.4456
H 3.171 -7.266 -5.746 0.3067
H 5.317 -8.488 -5.937 0.5795
```

Values for molecular weight, g/mol, ordered as above
1491.4; 990.1
Values for max |F|, Eh/bohr, ordered as above
0.0212; 0.1929